[1]
55
Properties=species:S:1:pos:R:3:forces:R:3:lowdin_charge:R:1 method="wB97M-V/def2-TZVPD" lumo_ev="0.2680 / -1.5906" s_squared=6.073 spin_multiplicity=5 e_above_lowest_kcal_mol=0.0 fmax_ev_per_a=0.90 orbital_gap_ev="7.319 / 6.359"
Ru 0.558 -0.158 0.438 -0.8 0.0 0.5 1.26
C 0.936 0.767 3.639 -0.1 0.0 -0.1 -0.18
C 0.304 1.881 2.765 0.0 -0.1 0.0 -0.19
N -0.569 1.331 1.715 0.3 0.0 -0.2 -0.15
C -1.826 0.750 2.234 0.0 -0.1 0.0 -0.17
C -2.237 -0.515 1.486 0.1 0.1 0.0 -0.19
N -1.086 -1.397 1.231 0.2 -0.1 -0.1 -0.17
C -0.677 -2.293 2.327 0.0 0.1 0.0 -0.19
C 0.039 -1.560 3.467 0.0 0.0 -0.1 -0.19
N 0.972 -0.542 2.983 0.0 -0.1 0.0 -0.10
H 1.951 1.080 3.879 0.0 0.0 0.0 0.12
H 0.402 0.685 4.588 0.0 0.0 0.0 0.11
H -0.247 2.569 3.414 0.0 0.0 0.0 0.12
H 1.080 2.442 2.254 0.0 0.0 -0.1 0.08
H -0.767 2.059 1.037 0.0 0.0 0.0 0.09
H -1.684 0.533 3.291 0.0 0.0 0.0 0.10
H -2.639 1.475 2.174 0.0 0.0 0.0 0.13
H -3.015 -1.036 2.052 0.0 0.0 0.0 0.12
H -2.643 -0.240 0.515 0.0 0.0 0.0 0.10
H -1.275 -1.973 0.416 0.0 -0.1 0.0 0.10
H -1.544 -2.821 2.737 0.0 0.0 0.0 0.12
H -0.009 -3.026 1.880 0.0 0.0 0.0 0.09
H -0.689 -1.080 4.122 0.0 0.0 0.0 0.10
H 0.546 -2.314 4.073 0.0 0.0 0.0 0.12
H 1.911 -0.903 2.918 0.0 0.0 0.0 0.11
N 3.805 -0.706 -0.602 0.0 0.0 0.1 0.15
C 2.971 -1.795 -0.516 0.2 0.2 -0.1 -0.48
N 3.316 -3.031 -0.815 -0.1 -0.2 0.0 0.04
N 2.199 -3.755 -0.586 0.0 0.2 0.0 -0.07
N 1.238 -3.000 -0.181 0.3 -0.1 0.0 -0.08
N 1.705 -1.725 -0.119 -0.3 -0.2 0.0 -0.14
C 3.424 0.579 -0.308 0.0 -0.2 -0.1 -0.47
N 4.222 1.620 -0.385 0.0 0.3 0.0 0.04
N 3.445 2.670 -0.025 0.0 -0.1 0.1 -0.07
N 2.255 2.286 0.256 0.2 -0.1 -0.2 -0.08
N 2.194 0.933 0.081 0.0 0.4 0.1 -0.15
H 4.751 -0.856 -0.909 0.0 0.0 0.0 0.15
C -0.293 -1.869 -3.105 0.0 0.1 0.0 -0.05
C -0.936 -0.562 -3.450 0.0 0.0 0.1 -0.20
C -1.339 -0.256 -4.728 0.0 0.0 0.0 -0.05
C -1.897 0.987 -5.038 0.0 0.0 0.1 -0.06
C -2.040 1.971 -4.053 0.0 0.0 -0.1 -0.05
C -1.655 1.734 -2.758 0.1 0.0 0.1 -0.21
C -1.754 2.780 -1.689 0.0 0.0 0.0 -0.05
C -1.104 0.436 -2.406 -0.1 0.0 0.0 -0.32
N -0.757 0.187 -1.178 0.3 0.0 0.0 0.05
H -0.273 -2.534 -3.967 0.0 0.0 0.0 0.08
H -0.807 -2.369 -2.283 0.0 0.0 0.0 0.07
H 0.733 -1.710 -2.767 0.0 0.0 0.0 0.07
H -1.213 -0.996 -5.511 0.0 0.0 0.0 0.11
H -2.213 1.195 -6.053 0.0 0.0 0.0 0.10
H -2.456 2.937 -4.316 0.0 0.0 0.0 0.11
H -2.218 3.689 -2.069 0.0 0.0 0.0 0.08
H -0.755 3.027 -1.316 0.0 0.0 0.0 0.08
H -2.339 2.417 -0.839 0.0 0.0 0.0 0.07

---

[2]
43
Properties=species:S:1:pos:R:3:forces:R:3:lowdin_charge:R:1 method="wB97M-V/def2-TZVPD" lumo_ev=-2.3845 e_above_lowest_kcal_mol=0.0 charge=+1 smiles="CC1=[NH+]CCCN1[C@H](C)c1c(C)cc(C)cc1C" fmax_ev_per_a=2.00 orbital_gap_ev=9.196
C 0.130 -0.567 2.363 -0.3 0.0 0.4 0.04
C 0.239 0.917 1.988 -0.1 -1.8 -0.4 -0.27
N -0.097 1.726 2.977 0.1 0.4 0.2 0.09
C 0.046 3.168 2.993 -0.6 0.5 0.0 -0.14
C 0.943 3.560 1.842 0.9 0.2 0.8 -0.14
C 0.769 2.734 0.586 -0.3 1.7 -1.1 -0.17
N 0.571 1.321 0.773 0.8 -1.0 -0.8 0.05
C 1.248 0.212 -0.346 -0.4 -1.1 0.4 -0.11
C 2.154 0.745 -1.485 0.6 1.8 -0.3 -0.03
C 0.226 -0.836 -0.922 -0.2 0.8 0.3 -0.12
C 0.364 -2.254 -0.843 -0.1 -0.1 0.4 -0.21
C 1.637 -2.988 -0.459 0.2 0.0 0.3 -0.04
C -0.733 -3.070 -1.159 0.1 1.1 -0.4 0.00
C -1.920 -2.516 -1.657 -0.1 -0.7 0.3 -0.26
C -3.077 -3.415 -2.016 -0.4 0.0 -0.2 -0.05
C -1.999 -1.152 -1.839 0.2 0.4 -0.1 -0.01
C -0.918 -0.308 -1.552 -0.2 -0.8 0.5 -0.22
C -1.104 1.135 -1.851 -0.3 1.0 -0.1 -0.03
H 0.036 -0.650 3.474 0.1 0.1 -0.9 0.10
H -0.807 -0.995 1.937 0.8 0.2 0.0 0.12
H 1.021 -1.165 2.076 -0.7 0.4 -0.1 0.09
H -0.392 1.288 3.829 0.0 -0.2 0.1 0.15
H 0.472 3.493 3.954 0.0 -0.3 -0.3 0.14
H -0.942 3.650 2.940 0.2 -0.2 -0.2 0.14
H 1.976 3.442 2.167 0.1 0.0 0.1 0.13
H 0.809 4.630 1.657 0.0 -0.2 -0.3 0.13
H 1.648 2.923 -0.048 -0.3 -0.2 0.3 0.12
H -0.067 3.178 0.040 -0.1 -0.3 -0.1 0.13
H 1.832 -0.197 0.461 0.6 -0.8 -0.5 0.10
H 3.194 0.335 -1.544 -0.9 -0.1 0.8 0.10
H 1.798 0.607 -2.535 -0.4 0.1 1.1 0.10
H 2.327 1.848 -1.352 -0.1 -1.0 -0.3 0.07
H 1.437 -4.063 -0.337 -0.1 0.4 0.0 0.08
H 2.419 -2.936 -1.238 -0.3 0.3 0.3 0.09
H 2.066 -2.637 0.492 0.0 0.0 -0.3 0.07
H -0.668 -4.145 -1.026 0.1 0.1 -0.1 0.12
H -3.940 -2.802 -2.327 0.3 -0.4 0.1 0.08
H -2.801 -4.081 -2.855 -0.2 0.3 0.4 0.09
H -3.411 -4.057 -1.182 0.3 0.3 -0.3 0.09
H -2.935 -0.690 -2.179 0.4 -0.3 -0.1 0.12
H -2.176 1.353 -1.936 0.2 0.0 0.1 0.09
H -0.705 1.768 -1.058 -0.2 -0.1 -0.3 0.04
H -0.672 1.488 -2.804 0.1 -0.4 0.3 0.11

---

[3]
49
Properties=species:S:1:pos:R:3:forces:R:3:lowdin_charge:R:1 method="wB97M-V/def2-TZVPD" lumo_ev=0.4906 e_above_lowest_kcal_mol=42.8 smiles="CCCCN(CC)CCNS(=O)(=O)c1ccc2c(c1)oc(=O)n2C" fmax_ev_per_a=1.05 orbital_gap_ev=8.548
C 3.628 -2.696 -0.812 -0.1 -0.1 -0.2 -0.10
C 2.810 -3.780 -1.507 0.0 -0.1 0.3 -0.26
C 1.543 -4.158 -0.740 0.0 0.3 -0.3 -0.20
C 0.565 -2.987 -0.638 0.1 -0.4 0.1 -0.22
N -0.750 -3.418 -0.195 0.0 0.2 -0.1 -0.18
C -0.810 -3.984 1.142 0.1 -0.2 0.1 -0.23
C -0.058 -3.251 2.259 -0.2 0.0 -0.2 -0.07
C -1.836 -2.558 -0.583 0.0 0.3 0.1 -0.18
C -1.878 -1.108 -0.049 -0.5 -0.3 0.3 -0.21
N -0.910 -0.221 -0.659 0.8 0.1 0.3 -0.12
S 0.357 0.404 0.214 -0.5 0.5 -0.4 0.65
O 1.564 0.239 -0.542 -0.1 0.2 -0.3 -0.29
O 0.294 -0.076 1.564 -0.2 0.1 0.0 -0.29
C -0.085 2.136 0.209 0.2 -0.5 0.3 -0.27
C -0.902 2.613 1.218 0.1 -0.2 0.1 -0.06
C -1.316 3.937 1.235 0.1 0.3 -0.2 0.02
C -0.877 4.744 0.200 0.3 -0.6 -0.2 -0.14
C -0.046 4.243 -0.817 -0.5 -0.4 0.8 -0.16
C 0.366 2.930 -0.834 0.1 0.5 -0.3 0.04
O 0.233 5.246 -1.697 0.3 -0.2 -0.4 0.17
C -0.399 6.374 -1.264 -0.4 0.7 0.3 -0.48
O -0.363 7.437 -1.811 0.2 -0.1 -0.2 0.14
N -1.080 6.069 -0.101 0.2 -0.2 -0.2 0.00
C -1.857 7.026 0.639 -0.1 0.2 0.1 0.00
H 4.559 -2.528 -1.349 0.1 0.1 0.0 0.07
H 3.084 -1.755 -0.773 0.0 0.1 0.1 0.05
H 3.870 -2.998 0.205 0.1 0.0 0.2 0.08
H 3.427 -4.676 -1.619 0.0 0.0 -0.1 0.10
H 2.538 -3.441 -2.509 0.0 -0.1 -0.1 0.10
H 1.040 -4.981 -1.253 -0.1 0.0 0.1 0.12
H 1.822 -4.504 0.256 0.0 -0.1 0.1 0.10
H 0.985 -2.205 0.006 0.0 -0.1 -0.1 0.09
H 0.446 -2.566 -1.641 0.0 0.1 0.0 0.12
H -0.417 -5.006 1.077 -0.1 0.0 0.1 0.11
H -1.866 -4.061 1.412 0.0 -0.1 0.0 0.11
H -0.281 -2.189 2.277 0.0 0.0 0.1 0.04
H 1.017 -3.359 2.139 0.2 0.0 0.0 0.07
H -0.338 -3.683 3.217 0.0 -0.1 0.1 0.07
H -2.766 -3.044 -0.275 0.0 0.1 -0.1 0.12
H -1.839 -2.506 -1.679 -0.1 0.0 0.0 0.12
H -1.686 -1.085 1.024 -0.2 -0.1 0.0 0.10
H -2.880 -0.700 -0.234 0.1 -0.1 0.1 0.11
H -0.634 -0.473 -1.594 0.2 0.0 -0.2 0.11
H -1.195 1.931 1.999 -0.1 0.0 0.2 0.11
H -1.948 4.321 2.020 -0.1 0.0 0.1 0.11
H 1.016 2.525 -1.590 0.1 0.0 -0.2 0.13
H -2.899 6.708 0.694 0.0 0.0 0.0 0.10
H -1.792 7.975 0.110 0.0 -0.1 0.1 0.10
H -1.459 7.141 1.648 0.0 0.0 0.0 0.10

---

[4]
53
Properties=species:S:1:pos:R:3:forces:R:3:lowdin_charge:R:1 method="wB97M-V/def2-TZVPD" lumo_ev=-2.5348 e_above_lowest_kcal_mol=12.8 charge=+1 fmax_ev_per_a=0.66 orbital_gap_ev=8.044
Sr -2.029 -0.290 -1.611 0.3 0.3 0.5 1.57
C -2.959 2.386 -2.554 -0.2 -0.1 -0.1 -0.24
C -2.338 1.772 -3.669 0.0 -0.2 0.0 -0.20
C -3.074 0.620 -3.987 0.0 -0.2 0.1 -0.25
C -4.162 0.522 -3.072 0.1 0.0 -0.3 -0.26
C -4.092 1.614 -2.196 0.1 0.0 0.0 -0.20
H -2.830 3.424 -2.267 0.0 0.0 0.0 0.09
H -1.491 2.148 -4.227 0.0 0.0 0.0 0.10
H -2.849 -0.079 -4.781 -0.1 0.1 -0.1 0.10
H -4.920 -0.250 -3.077 -0.1 0.1 0.0 0.10
H -4.798 1.851 -1.414 0.0 0.0 0.0 0.10
O 0.879 -0.310 -2.044 0.0 0.0 0.0 0.01
C 0.838 -1.065 -1.075 0.1 0.0 -0.1 -0.59
N 0.088 -0.783 0.028 0.0 0.0 -0.1 -0.17
S -0.395 -2.147 0.697 0.1 -0.1 0.2 0.61
O -0.348 -2.106 2.143 0.0 0.0 0.0 -0.31
O -1.706 -2.466 0.141 -0.2 0.0 -0.1 -0.37
C 0.830 -3.192 -0.023 0.0 0.0 0.0 -0.22
C 1.147 -4.512 0.217 0.0 0.0 0.0 -0.02
C 2.136 -5.073 -0.584 0.0 0.0 0.0 -0.04
C 2.750 -4.334 -1.592 0.0 0.0 0.0 -0.04
C 2.398 -3.010 -1.831 0.0 0.0 0.0 0.02
C 1.435 -2.442 -1.020 0.0 0.0 0.0 -0.13
H 0.654 -5.083 0.991 0.0 0.0 0.0 0.13
H 2.428 -6.102 -0.426 0.0 0.0 0.0 0.12
H 3.511 -4.802 -2.200 0.0 0.0 0.0 0.12
H 2.863 -2.431 -2.618 0.0 0.0 0.0 0.13
N -1.687 0.091 3.259 0.1 0.0 0.0 0.15
C -0.642 0.996 2.672 0.0 -0.1 0.0 -0.18
P -1.472 1.905 1.315 -0.1 0.1 -0.1 0.39
O -2.119 3.123 1.870 0.0 0.0 -0.1 -0.31
O -2.273 0.897 0.532 0.0 -0.1 0.3 -0.47
C -0.126 2.556 0.243 0.0 0.0 0.0 -0.19
N -0.836 3.639 -0.517 0.1 0.0 0.0 0.14
H -2.043 -0.519 2.515 0.0 0.0 0.0 0.12
H -2.464 0.626 3.651 0.0 0.0 0.0 0.17
H -1.291 -0.522 3.972 0.0 0.0 0.0 0.16
H 0.165 0.366 2.305 0.0 0.0 0.0 0.05
H -0.287 1.672 3.446 0.0 0.0 0.0 0.12
H 0.303 1.834 -0.450 0.0 0.0 0.0 0.07
H 0.664 3.009 0.837 0.0 0.0 0.0 0.09
H -1.393 4.175 0.166 0.0 0.0 0.0 0.14
H -1.501 3.212 -1.193 0.0 0.0 0.0 0.09
H -0.200 4.251 -1.025 0.0 0.0 0.0 0.17
C 2.967 -0.583 2.350 0.0 0.0 0.0 -0.40
S 2.876 0.818 1.219 0.0 0.0 0.0 0.74
C 4.384 1.670 1.723 0.0 0.0 0.0 -0.41
H 3.877 -1.154 2.170 0.0 0.0 0.0 0.05
H 2.109 -1.231 2.170 0.0 0.0 0.0 0.00
H 2.951 -0.248 3.387 0.0 0.0 0.0 0.04
H 4.331 1.977 2.766 0.0 0.0 0.0 0.04
H 4.493 2.553 1.097 0.0 0.0 0.0 0.03
H 5.248 1.025 1.571 0.0 0.0 0.0 0.04